C7H15OP | the ωB97M-V functional and the def2-TZVPD basis

Summary:
Multiplicity: 1
LUMO (alpha / beta) (eV): 0.71 / -0.72
Electronic energy (eV): -18834.086
Max |F| (eV/Å): 3.4
HOMO (alpha / beta) (eV): -8.06 / -6.88
Relative energy (zero: lowest compared OMol25 entry of this formula, charge and spin) (kcal/mol): 85.1

Last column: natural (NBO) charge in e.
Cartesian coordinates (Å):
C: -1.216 -0.660 -0.037  0.56
C: -0.532 2.201 -2.207  -0.62
C: -0.640 0.930 1.705  -0.58
C: 0.888 -0.966 1.140  -0.59
C: -1.324 -1.463 2.307  -0.60
C: 0.890 2.141 -1.551  -0.73
C: -0.597 -0.572 1.267  -0.23
O: -1.816 -1.338 -0.811  -0.49
P: 1.833 0.533 -1.736  0.31
H: -0.322 2.707 -3.145  0.21
H: -0.920 1.159 -2.390  0.22
H: -1.353 2.613 -1.605  0.22
H: -1.729 1.077 1.707  0.22
H: -0.116 1.643 1.045  0.22
H: -0.123 1.046 2.735  0.21
H: 1.016 -2.058 1.216  0.22
H: 1.375 -0.646 0.237  0.22
H: 1.388 -0.470 2.021  0.21
H: -0.647 -1.399 3.096  0.21
H: -1.502 -2.427 1.999  0.22
H: -2.232 -1.149 2.731  0.22
H: 0.717 2.286 -0.484  0.22
H: 1.553 2.912 -1.924  0.22
H: 0.661 0.025 -2.388  -0.05

Cartesian forces (eV/Å) of the 6 atoms listed first:
-0.551 0.843 -3.280
0.662 -1.507 -0.159
0.071 -0.644 1.108
0.026 -0.677 1.790
1.148 1.938 -0.406
-0.986 -0.475 0.671